No. 1
# C16H34OP2W

C16H34OP2W as an isolated structure in a non-equilibrium geometry (wB97M-V/def2-TZVPD, OMol25).

As for the expectation value of S²: 2.019. The LUMO energy (spin up / spin down) is -0.2254 / -0.2952 Ha. The calculation puts the largest force on an atom at 3.93 eV/Å. Its multiplicity is 3. For the HOMO-LUMO gap (spin up / spin down), the calculation gives 0.27666 / 0.21060 Eh. Its total charge is +2. The relative energy (zero: lowest compared OMol25 entry of this formula, charge and spin) comes out at 240.7 kJ/mol.

Geometry as XYZ:
```
54
C16H34OP2W (wB97M-V/def2-TZVPD)
P -1.28152 1.87065 -0.17849
P 2.30101 1.09976 -1.02428
C 0.28069 2.88478 -0.37353
C 1.26337 2.50200 -1.49528
H 0.78858 2.87447 0.60244
H -0.07808 3.91504 -0.51716
H 0.73559 2.25750 -2.43513
H 1.93577 3.36462 -1.67743
C 3.77046 1.60561 -0.06571
H 4.14419 0.72351 0.49612
H 3.44533 2.38066 0.65147
H 4.55750 1.97190 -0.75334
C 3.00864 0.05837 -2.33064
H 4.03089 0.35981 -2.65784
H 2.32183 0.04092 -3.19927
H 3.05318 -0.95759 -1.89369
C -2.23242 2.89106 0.97894
H -3.21049 2.44789 1.23166
H -2.41062 3.88528 0.55595
H -1.67806 3.00722 1.92243
C -2.02857 1.79466 -1.83362
H -1.53983 1.09497 -2.51560
H -2.00703 2.77106 -2.33364
H -3.08051 1.50123 -1.75547
W -2.53739 -0.79277 0.89745
C 2.20275 -2.73263 0.57294
C 2.45417 -1.63999 1.30962
C 1.63902 -0.35324 1.19857
C 0.11392 -0.05990 1.61813
C -0.58138 0.14955 0.24346
C -0.76100 -0.97835 -0.69905
C 0.40242 -1.79334 -1.11554
C 0.99249 -2.94047 -0.30977
C -4.52950 -0.55892 0.30683
H 2.79153 -3.68105 0.65325
H 3.26925 -1.58771 2.03351
H 1.76775 -0.11803 0.06916
H 2.16458 0.43644 1.74073
H -0.27705 -0.82545 2.35132
H 0.10815 0.93082 2.16765
H -2.48190 0.71902 0.30796
H -1.59160 -0.88951 -1.42585
H 1.16456 -1.08887 -1.49288
H 0.08527 -2.35586 -2.00467
H 0.21153 -3.43693 0.28461
H 1.26459 -3.68496 -1.07254
H -4.61218 -1.55145 -0.21298
H -4.80513 0.26195 -0.37121
H -5.03992 -0.56710 1.29553
C -1.88215 -3.52590 2.48494
O -2.12960 -2.21639 1.90394
H -1.85241 -4.27034 1.65882
H -2.73611 -3.74140 3.18178
H -0.90461 -3.45260 3.02541
```

No. 2
# C36H32ClIrP2

C36H32ClIrP2 as an isolated structure in a non-equilibrium geometry (wB97M-V/def2-TZVPD, OMol25).

As for the expectation value of S²: 6.028. The LUMO energy (spin up / spin down) is -0.2180 / -0.3823 Ha. The calculation puts the largest force on an atom at 3.97 eV/Å. Its multiplicity is 5. For the HOMO-LUMO gap (spin up / spin down), the calculation gives 0.19926 / 0.11840 Eh. Its total charge is +2.

Geometry as XYZ:
```
72
C36H32ClIrP2 (wB97M-V/def2-TZVPD)
Ir -0.04478 0.42718 0.18378
Cl 0.02946 2.67585 0.69152
P -2.10347 0.31743 -0.69358
C -3.22045 -0.92071 0.04149
C -3.88788 -1.88688 -0.73260
C -4.90001 -2.65556 -0.15310
C -5.15764 -2.55321 1.21869
C -4.38437 -1.70322 2.01713
C -3.40000 -0.90222 1.43302
C -2.96126 1.93553 -0.50258
C -2.44425 3.01685 -1.22731
C -2.86088 4.31354 -0.94375
C -3.88254 4.52347 -0.01048
C -4.48897 3.43332 0.61646
C -4.03813 2.13021 0.36746
C -2.35289 0.13817 -2.48405
C -1.28232 -0.10262 -3.35165
C -1.54202 -0.26898 -4.71889
C -2.85447 -0.18663 -5.19867
C -3.91595 0.10584 -4.33315
C -3.65834 0.28672 -2.97717
H -1.67298 2.84747 -1.98017
H -2.37656 5.14783 -1.44451
H -4.20198 5.54020 0.22418
H -5.31602 3.57677 1.31593
H -4.52335 1.28003 0.84759
H -3.64989 -2.01266 -1.79103
H -5.48381 -3.33127 -0.78293
H -5.95323 -3.15061 1.66735
H -4.54913 -1.64970 3.09297
H -2.77711 -0.24669 2.04740
H -0.26597 -0.16319 -2.94993
H -0.71179 -0.46239 -5.40388
H -3.05530 -0.34635 -6.25835
H -4.93972 0.18794 -4.70159
H -4.47392 0.53458 -2.29613
H -0.17317 -1.11239 0.64631
H -0.20640 -0.93991 -0.65603
C 3.79187 -2.68263 4.29745
C 2.55071 -2.05069 4.46044
C 1.94553 -1.38280 3.38393
C 2.60150 -1.32967 2.14054
C 3.86153 -1.94306 1.99826
C 4.44765 -2.62819 3.06341
P 2.02092 -0.18496 0.80007
C 3.05673 1.24792 1.31353
C 2.56636 1.98359 2.40153
C 3.32148 3.00453 2.96344
C 4.61164 3.25374 2.48752
C 5.12014 2.50349 1.42535
C 4.34639 1.49274 0.83303
C 2.73267 -1.05017 -0.63216
C 3.39866 -0.39264 -1.67368
C 3.90558 -1.14228 -2.74599
C 3.64378 -2.51485 -2.82879
C 2.91016 -3.15675 -1.82628
C 2.47678 -2.42889 -0.72148
H 4.26725 -3.19232 5.13433
H 2.06090 -2.06516 5.43878
H 0.97061 -0.90360 3.50125
H 4.39019 -1.89622 1.04762
H 5.42188 -3.09560 2.92222
H 1.57666 1.76771 2.80093
H 2.91344 3.57803 3.79256
H 5.22665 4.02031 2.96006
H 6.13819 2.66832 1.06951
H 4.76353 0.88452 0.03313
H 3.50823 0.69372 -1.64403
H 4.50309 -0.64629 -3.51480
H 4.01394 -3.08708 -3.68094
H 2.68528 -4.21862 -1.89748
H 1.93156 -2.92993 0.07698
```

No. 3
# C18H28N3O4P2

A 3-piece molecular cluster, C18H28N3O4P2 overall in a non-equilibrium geometry (wB97M-V/def2-TZVPD, OMol25).

The LUMO energy is -0.1201 Ha. The calculation puts the largest force on an atom at 1.25 eV/Å. For the HOMO-LUMO gap, the calculation gives 0.32843 Eh. Its total charge is +1.

Geometry as XYZ:
```
55
C18H28N3O4P2 (wB97M-V/def2-TZVPD)
C -1.73139 1.30519 4.65654
C -2.65401 0.49416 3.74561
C -1.89806 -0.64604 3.06105
C -2.48185 -0.98924 1.70299
N -1.53323 -1.68007 0.80392
P -0.69602 -0.72920 -0.27211
P -0.38183 1.28393 0.45129
C -0.91681 2.47576 -0.84803
C 1.40133 1.49995 0.82301
H -2.26701 1.72851 5.49669
H -0.96438 0.65756 5.06969
H -1.25670 2.12829 4.13455
H -3.44972 0.07909 4.35449
H -3.08415 1.14849 2.99566
H -0.87191 -0.30681 2.91562
H -1.85539 -1.52573 3.69174
H -3.30834 -1.67670 1.85919
H -2.91257 -0.12383 1.21646
H -0.89026 -2.28231 1.31684
H -1.42704 -0.74312 -1.46615
H 0.47719 -1.44370 -0.54961
H -1.88395 2.84782 -0.54339
H -0.21724 3.30244 -0.85909
H -1.03210 2.04939 -1.83457
H 2.01757 0.65426 0.54275
H 1.48037 1.61362 1.89481
H 1.80685 2.38803 0.35499
C -1.34440 -7.69934 -1.07071
C -0.09096 -7.87303 -0.49859
C 0.36326 -6.98571 0.46169
C -0.45472 -5.93344 0.83394
C -1.70590 -5.74134 0.27338
C -2.14886 -6.63404 -0.68734
N 0.01698 -5.00012 1.86179
O 1.11940 -5.16965 2.32914
O -0.73720 -4.08824 2.19779
H -1.69734 -8.39921 -1.81586
H 0.53212 -8.70361 -0.79793
H 1.33567 -7.11653 0.91206
H -2.32899 -4.91498 0.58104
H -3.12470 -6.50286 -1.13312
C 3.04486 4.13224 -2.15406
C 2.09556 4.05287 -3.16466
C 1.99520 5.06441 -4.10542
C 2.85277 6.14338 -4.01502
C 3.80077 6.24331 -3.01465
C 3.89459 5.22695 -2.07759
N 2.75664 7.21595 -5.02161
O 1.89489 7.10575 -5.87288
O 3.54133 8.13886 -4.93067
H 3.12940 3.33433 -1.42660
H 1.43544 3.19763 -3.22669
H 1.26191 5.01064 -4.89583
H 4.45881 7.09763 -2.96491
H 4.63413 5.28841 -1.29162
```

Which value of largest force on an atom does entry 1 give?
3.93 eV/Å